A molecular structure, C3H4AgO5 at a distorted geometry. Source: OMol25; level of theory: ωB97M-V/def2-TZVPD.

Structure (XYZ):
```
13
Properties=species:S:1:pos:R:3:nbo_charge:R:1
O -1.32446 -2.00812 1.75866 -0.685
C -0.78683 -1.45797 0.79366 0.964
O 0.08145 -1.96697 0.02805 -0.914
Ag 2.08353 -1.62759 -1.20630 0.934
O -1.31349 -0.24502 0.43580 -0.591
O 3.32705 2.71550 0.14333 -0.662
C 2.94674 1.48143 0.20402 0.752
O 3.21571 0.60320 -0.56302 -0.612
H 2.63280 3.32543 0.43909 0.528
C -2.47524 -0.21536 -0.36352 -0.239
H -2.66514 -1.19158 -0.83757 0.179
H -3.31626 0.01582 0.29922 0.177
H -2.40586 0.57125 -1.13143 0.168
```

As for the net charge: 0. The molar mass comes out at 227.93 g mol⁻¹. Its largest force on an atom is 2.8 eV/A. For the relative energy (zero: lowest compared OMol25 entry of this formula, charge and spin), the calculation gives 28.74 kJ/mol. The multiplicity is 2. The HOMO energy (spin up / spin down) is -7.95 / -7.95 eV.